No. 1
Entry from OMol25: an isolated molecule of C4H8O2 (ωB97M-V/def2-TZVPD).

The structure (SMILES) is C[C@H]1O[C@H]1CO. The calculation puts the maximum force at 0.008 hartree/bohr. The calculation puts the electronic energy at -8371.2920 eV. The spin multiplicity is 1. The calculation puts the HOMO energy at -10.2 eV. Its relative energy (zero: lowest compared OMol25 entry of this formula, charge and spin) is 192.0 kJ/mol. As for the charge: 0. Its HOMO-LUMO gap is 11.3 eV.

Geometry as XYZ:
```
14
C4H8O2 ωB97M-V/def2-TZVPD
C -1.60467 0.76464 -0.72440
C -0.93426 0.11930 0.46298
O -0.64052 -1.26583 0.30079
C 0.44900 -0.36722 0.50479
C 1.43044 -0.16932 -0.62098
O 2.01791 -1.38028 -1.03781
H -1.24179 0.32531 -1.65765
H -1.44466 1.84716 -0.75109
H -2.68442 0.58295 -0.67855
H -1.33890 0.39514 1.43762
H 0.90338 -0.50250 1.48815
H 2.24009 0.46503 -0.24502
H 0.95672 0.36270 -1.45882
H 1.28569 -1.97992 -1.23485
```

=====

No. 2
Entry from OMol25: an isolated molecule of C4H8O2 (ωB97M-V/def2-TZVPD).

The structure (SMILES) is CC(=O)CCO. The calculation puts the maximum force at 0.009 hartree/bohr. The calculation puts the electronic energy at -8372.5000 eV. The spin multiplicity is 1. The calculation puts the HOMO energy at -9.9 eV. Its relative energy (zero: lowest compared OMol25 entry of this formula, charge and spin) is 75.4 kJ/mol. As for the charge: 0. Its HOMO-LUMO gap is 10.8 eV.

Geometry as XYZ:
```
14
C4H8O2 ωB97M-V/def2-TZVPD
C 2.09385 -0.10736 -0.22943
C 0.68035 0.41957 -0.18526
O 0.46046 1.61380 -0.07609
C -0.46157 -0.57517 -0.29050
C -1.65815 -0.15215 0.56981
O -2.25099 1.03423 0.11017
H 2.21918 -0.94997 0.45827
H 2.31830 -0.47517 -1.23786
H 2.79149 0.69218 0.02486
H -0.78189 -0.60618 -1.34100
H -0.12172 -1.58306 -0.02489
H -1.33132 -0.06495 1.61990
H -2.42693 -0.93031 0.53304
H -1.53106 1.68452 0.06898
```

=====

No. 3
Entry from OMol25: a structure of composition C4H8O2 (ωB97M-V/def2-TZVPD).

The calculation puts the maximum force at 0.006 hartree/bohr. The calculation puts the electronic energy at -8367.3269 eV. The spin multiplicity is 1. The calculation puts the HOMO energy at -9.1 eV. Its relative energy (zero: lowest compared OMol25 entry of this formula, charge and spin) is 574.6 kJ/mol. As for the charge: 0. Its HOMO-LUMO gap is 9.6 eV.

Geometry as XYZ:
```
14
C4H8O2 ωB97M-V/def2-TZVPD
C -2.26179 0.27072 -0.15088
O -0.88604 0.31548 -0.42361
C -0.16101 0.83310 0.66802
C 1.73496 -1.20962 -0.22573
C 2.64364 -0.31815 -0.71626
O 2.41239 -1.29280 0.83553
H -2.47933 -0.40364 0.69200
H -2.65217 1.26662 0.11060
H -2.76274 -0.08105 -1.05638
H -0.16504 0.12772 1.51881
H -0.57859 1.77993 1.02400
H 0.73935 -1.61073 -0.42682
H 0.84476 1.03458 0.30156
H 3.53188 -0.69721 -1.21366
```

=====

No. 4
Entry from OMol25: an isolated molecule of C4H8O2 in a non-equilibrium geometry (ωB97M-V/def2-TZVPD).

The structure (SMILES) is C[C@H]1COCO1. The calculation puts the maximum force at 0.236 hartree/bohr. The calculation puts the electronic energy at -8368.0806 eV. The spin multiplicity is 1. The calculation puts the HOMO energy at -9.6 eV. Its relative energy (zero: lowest compared OMol25 entry of this formula, charge and spin) is 501.8 kJ/mol. As for the charge: 0. Its HOMO-LUMO gap is 10.6 eV.

Geometry as XYZ:
```
14
C4H8O2 ωB97M-V/def2-TZVPD
C 1.52778 -0.60466 1.10406
C 0.83549 0.32750 0.19704
C 0.32923 -0.43951 -1.07555
O -0.97744 -0.01020 -1.22118
C -1.52193 0.21562 0.12133
O -0.45226 0.80119 0.79675
H 2.40836 -0.50412 0.53895
H 1.23134 -1.83817 1.12045
H 1.76221 -0.14043 1.83732
H 1.53667 1.30183 0.06849
H 0.92785 -0.43935 -2.13287
H 0.38877 -1.57938 -1.03808
H -2.35746 0.90405 0.46394
H -1.48354 -1.02610 0.45599
```

=====

No. 5
Entry from OMol25: an isolated molecule of C4H8O2 in a non-equilibrium geometry (ωB97M-V/def2-TZVPD).

The calculation puts the maximum force at 0.020 hartree/bohr. The calculation puts the electronic energy at -8368.4170 eV. The spin multiplicity is 1. The calculation puts the HOMO energy (alpha / beta) at -7.7 / -7.7 eV. Its relative energy (zero: lowest compared OMol25 entry of this formula, charge and spin) is 469.4 kJ/mol. As for the charge: 0. Its HOMO-LUMO gap (alpha / beta) is 8.2 / 8.3 eV.

Geometry as XYZ:
```
14
C4H8O2 ωB97M-V/def2-TZVPD
C -1.69874 -1.55330 -0.62456
O -0.47146 -1.22678 -0.38985
C 0.29602 -0.36602 -1.00789
C 0.13299 1.32900 1.28687
O 1.29427 1.28465 0.49029
C 1.49360 0.08387 -0.25853
H -2.09099 -2.35061 -0.01227
H -0.74180 0.89167 0.78731
H -2.23880 -1.05402 -1.42242
H -0.16593 0.22298 -1.79935
H 0.26354 0.82080 2.25404
H -0.07590 2.38602 1.47034
H 1.83983 -0.74037 0.38600
H 2.30469 0.34090 -0.94727
```

=====

No. 6
Entry from OMol25: a structure of composition C4H8O2 in a non-equilibrium geometry (ωB97M-V/def2-TZVPD).

The calculation puts the maximum force at 0.116 hartree/bohr. The calculation puts the electronic energy at -8369.4331 eV. The spin multiplicity is 1. The calculation puts the HOMO energy at -9.8 eV. Its relative energy (zero: lowest compared OMol25 entry of this formula, charge and spin) is 371.3 kJ/mol. As for the charge: 0. Its HOMO-LUMO gap is 10.2 eV.

Geometry as XYZ:
```
14
C4H8O2 ωB97M-V/def2-TZVPD
C -0.60243 -1.41524 -0.34501
C 1.66251 -0.60408 -0.14275
C -1.71798 1.32130 0.03204
C 0.33798 -0.47461 0.38004
O -1.54538 -2.02855 0.05852
O -0.45340 0.94384 -0.41179
H -0.30149 -1.33801 -1.39680
H 2.45892 -1.15682 0.39396
H 2.03693 0.37524 -0.19033
H 1.62835 -1.11953 -1.03859
H -2.27514 0.45680 0.62150
H -2.38239 1.38009 -0.94634
H -1.79883 2.33947 0.48494
H -0.02825 -0.14245 1.40968
```

=====

No. 7
Entry from OMol25: an isolated molecule of C4H8O2 (ωB97M-V/def2-TZVPD).

The structure (SMILES) is C[C@H](C=O)CO. The calculation puts the maximum force at 0.009 hartree/bohr. The calculation puts the electronic energy at -8372.0815 eV. The spin multiplicity is 1. The calculation puts the HOMO energy at -9.8 eV. Its relative energy (zero: lowest compared OMol25 entry of this formula, charge and spin) is 115.8 kJ/mol. As for the charge: 0. Its HOMO-LUMO gap is 10.5 eV.

Geometry as XYZ:
```
14
C4H8O2 ωB97M-V/def2-TZVPD
C 1.28225 0.78138 0.62297
C 0.30515 -0.04872 -0.19982
C -0.26773 0.74569 -1.35255
O 0.18296 1.79019 -1.75774
C -0.81247 -0.65453 0.66100
O -1.56513 -1.62961 -0.03463
H 2.06095 1.20850 -0.01291
H 1.75631 0.16663 1.39520
H 0.76822 1.61503 1.11503
H 0.82494 -0.90407 -0.65859
H -1.16350 0.30089 -1.84126
H -0.35528 -1.16219 1.51728
H -1.45607 0.14233 1.06488
H -2.31186 -1.20119 -0.46594
```

=====

No. 8
Entry from OMol25: a cluster of 2 separate species, C4H8O2 in total (ωB97M-V/def2-TZVPD).

The structure (SMILES) is CC=O.CC=O. The calculation puts the maximum force at 0.012 hartree/bohr. The calculation puts the electronic energy at -8371.8658 eV. The spin multiplicity is 1. The calculation puts the HOMO energy at -9.8 eV. Its relative energy (zero: lowest compared OMol25 entry of this formula, charge and spin) is 136.6 kJ/mol. As for the charge: 0. Its HOMO-LUMO gap is 10.8 eV.

Geometry as XYZ:
```
14
C4H8O2 ωB97M-V/def2-TZVPD
C -2.14573 -0.50092 0.54478
C -0.81418 -1.16198 0.33608
O 0.06794 -1.19194 1.16745
H -2.88558 -1.27245 0.79334
H -2.46777 0.00300 -0.37117
H -2.08067 0.21269 1.36974
H -0.67100 -1.64898 -0.64978
C 2.07465 0.38486 -0.42970
C 0.89399 1.31204 -0.49321
O -0.12874 1.09017 -1.10163
H 2.89312 0.82247 -1.02065
H 2.43419 0.28492 0.59981
H 1.81507 -0.60034 -0.82046
H 1.00787 2.26706 0.06014
```

=====

No. 9
Entry from OMol25: an isolated molecule of C4H8O2S in a non-equilibrium geometry (ωB97M-V/def2-TZVPD).

The structure (SMILES) is O=C(O)CCCS. The calculation puts the maximum force at 0.075 hartree/bohr. The calculation puts the electronic energy at -19207.2145 eV. The spin multiplicity is 1. The calculation puts the HOMO energy at -9.1 eV. Its relative energy (zero: lowest compared OMol25 entry of this formula, charge and spin) is 114.2 kJ/mol. As for the charge: 0. Its HOMO-LUMO gap is 9.7 eV.

Geometry as XYZ:
```
15
C4H8O2S ωB97M-V/def2-TZVPD
O 1.71082 0.71279 1.39111
C 0.56573 0.56343 1.79563
O 0.18198 0.80956 3.15825
C -0.57950 0.31892 0.90055
C -0.28793 0.49439 -0.66259
C -0.05790 -0.89307 -1.40239
S 0.72028 -0.80104 -3.10839
H 0.88884 1.54773 3.48839
H -1.42573 0.96737 1.21228
H -0.91741 -0.70282 1.10037
H -1.14481 1.03145 -1.20802
H 0.57970 1.11696 -0.78077
H -1.11471 -1.42152 -1.53172
H 0.55768 -1.68069 -0.78746
H 0.32297 -2.06345 -3.56524
```

=====

No. 10
Entry from OMol25: an isolated molecule of C4H8O2S in a non-equilibrium geometry (ωB97M-V/def2-TZVPD).

The structure (SMILES) is COCSC(C)=O. The calculation puts the maximum force at 0.110 hartree/bohr. The calculation puts the electronic energy at -19204.9605 eV. The spin multiplicity is 1. The calculation puts the HOMO energy at -9.6 eV. Its relative energy (zero: lowest compared OMol25 entry of this formula, charge and spin) is 331.7 kJ/mol. As for the charge: 0. Its HOMO-LUMO gap is 10.2 eV.

Geometry as XYZ:
```
15
C4H8O2S ωB97M-V/def2-TZVPD
C 0.61683 1.69831 -1.65292
O -0.32758 1.05966 -0.73227
C -0.01684 1.10366 0.65129
S -1.39411 0.31293 1.50655
C -0.82572 -1.37165 1.42244
C -0.02773 -2.03308 0.31414
O -1.36231 -2.13502 2.15293
H 1.55999 1.32430 -1.17434
H 0.06086 1.03550 -2.54038
H 0.54625 2.75246 -1.94434
H 0.94764 0.78605 0.85903
H -0.23449 2.19998 1.05256
H -0.20086 -1.49390 -0.50255
H -0.50529 -3.10070 0.15740
H 1.16334 -2.13851 0.43045
```

=====

No. 11
Entry from OMol25: a cluster of 2 separate species, C4H8O2S in total in a non-equilibrium geometry (ωB97M-V/def2-TZVPD).

The calculation puts the maximum force at 0.061 hartree/bohr. The calculation puts the electronic energy at -19203.0753 eV. As for the expectation value of S²: 2.0066. The spin multiplicity is 3. The calculation puts the HOMO energy (alpha / beta) at -5.6 / -9.9 eV. Its relative energy (zero: lowest compared OMol25 entry of this formula, charge and spin) is 79.6 kJ/mol. As for the charge: 0. Its HOMO-LUMO gap (alpha / beta) is 6.3 / 9.8 eV.

Geometry as XYZ:
```
15
C4H8O2S ωB97M-V/def2-TZVPD
C -0.58102 -1.34051 -0.38140
C -0.99435 -1.86510 0.92412
C 1.73767 1.08955 -0.20472
C 0.19785 1.03120 -0.16906
O -0.33686 -1.74442 -1.47525
O -0.40618 1.60261 -1.35342
S -0.67699 1.28726 1.33545
H -1.37413 -1.04523 1.56238
H -1.84192 -2.56329 0.61123
H -0.03957 -2.22391 1.28474
H 2.08364 2.05235 -0.37755
H 2.20731 0.77255 0.72082
H 1.97162 0.39258 -0.97525
H -0.05134 1.18741 -2.14757
H -1.89573 1.36696 0.64548
```

=====

No. 12
Entry from OMol25: an isolated molecule of C4H8O2S2 in a non-equilibrium geometry (ωB97M-V/def2-TZVPD).

The calculation puts the maximum force at 0.109 hartree/bohr. The calculation puts the electronic energy at -30039.4108 eV. The spin multiplicity is 1. The calculation puts the HOMO energy (alpha / beta) at -7.6 / -7.5 eV. Its relative energy (zero: lowest compared OMol25 entry of this formula, charge and spin) is 422.7 kJ/mol. As for the charge: 0. Its HOMO-LUMO gap (alpha / beta) is 7.1 / 7.0 eV.

Geometry as XYZ:
```
16
C4H8O2S2 ωB97M-V/def2-TZVPD
C 1.49371 0.75655 -0.59860
C 2.86965 0.58120 0.08221
C -1.07623 0.04376 0.02605
C -2.34470 -0.73837 0.19756
O -1.16042 1.18570 0.64470
O -2.43263 -2.09915 -0.22651
S 0.51223 -0.81269 -0.22531
S 2.74253 -1.14898 0.72205
H 0.91485 1.70620 -0.37804
H 1.68297 0.69843 -1.76532
H 3.63060 0.65697 -0.56576
H 2.95156 1.39047 0.91160
H -3.14052 -0.18726 -0.36864
H -2.59035 -0.71250 1.28056
H -1.73336 0.99771 1.42165
H -2.31989 -2.31803 -1.15822
```